# 1
The following is a DFT calculation (ωB97M-V with the def2-TZVPD basis set) of an isolated molecule of C5H10O at a distorted geometry.

Each line ends with the natural charge from an NBO analysis.
Geometry (Å):
C -0.295 1.108 -1.503  -0.6352
C 0.039 0.398 -0.217  0.3041
O 0.784 1.531 0.647  -0.8083
C 0.738 -0.980 -0.161  -0.4345
C -0.270 -1.465 0.921  -0.4039
C -0.928 -0.064 0.859  -0.5078
H -0.858 0.498 -2.222  0.2160
H 0.641 1.424 -1.970  0.2223
H -0.888 1.999 -1.273  0.2263
H 1.628 1.271 1.061  0.4710
H 0.691 -1.563 -1.090  0.2189
H 1.786 -0.897 0.137  0.2079
H 0.160 -1.718 1.897  0.2027
H -0.868 -2.325 0.589  0.2048
H -0.346 0.688 1.480  0.3014
H -2.012 0.096 0.847  0.2143

As for the charge: 0. The calculation puts the calculated total energy at -271.6654 a.u. The energy relative to the best compared isomer or geometry (same formula, charge and spin) comes out at 2.373 eV. Its lowest unoccupied orbital energy is 0.98 eV. As for the SMILES: CC1(O)CCC1. Its highest occupied orbital energy is -9.70 eV. For the frontier orbital gap, the calculation gives 10.682 eV.

=====

# 2
The following is a DFT calculation (ωB97M-V with the def2-TZVPD basis set) of a 2-piece molecular cluster, C5H10O overall at a distorted geometry.

Each line ends with the natural charge from an NBO analysis.
Geometry (Å):
C 2.044 -0.302 -1.133  -0.7748
C 1.576 0.629 -0.318  0.6880
O 1.409 1.542 0.396  -0.4913
H 1.446 -1.096 -1.564  0.2527
H 3.071 -0.155 -1.414  0.2562
C -1.257 0.328 -0.812  -0.6193
C -0.473 -0.505 0.219  -0.4035
C -0.756 -0.047 1.635  -0.6136
H -1.032 0.079 -1.855  0.2134
H -1.135 1.413 -0.686  0.2133
H -2.321 0.110 -0.648  0.2127
H -0.717 -1.553 0.054  0.2076
H 0.621 -0.662 0.152  0.2231
H -0.492 1.011 1.765  0.2195
H -0.166 -0.626 2.352  0.2100
H -1.818 -0.166 1.857  0.2058

As for the charge: 0. The calculation puts the calculated total energy at -271.6724 a.u. The energy relative to the best compared isomer or geometry (same formula, charge and spin) comes out at 2.182 eV. Its lowest unoccupied orbital energy is 0.98 eV. As for the SMILES: C=C=O.CCC. Its highest occupied orbital energy is -9.05 eV. For the frontier orbital gap, the calculation gives 10.032 eV.

=====

# 3
The following is a DFT calculation (ωB97M-V with the def2-TZVPD basis set) of a 2-piece molecular cluster, C5H10O overall at a distorted geometry.

Each line ends with the natural charge from an NBO analysis.
Geometry (Å):
C 1.151 -1.041 0.410  -0.6609
C 0.118 0.031 0.407  -0.1143
C 0.183 1.018 -0.489  0.0861
C 0.849 2.268 -0.414  -0.1033
O 1.292 1.220 -1.311  -0.4975
H 0.908 -1.934 0.989  0.2194
H 1.984 -0.518 0.898  0.2333
H 1.495 -1.311 -0.590  0.2410
H -0.596 0.096 1.220  0.2207
H 0.525 3.188 -0.868  0.1892
H 1.467 2.331 0.483  0.1727
C -1.542 -1.456 -0.581  -0.8730
H -2.566 -1.252 -0.846  0.2160
H -1.486 -1.858 0.441  0.2029
H -0.994 -2.103 -1.265  0.2124
H -1.119 -0.465 -0.716  0.2556

As for the charge: 0. The calculation puts the calculated total energy at -271.5740 a.u. The energy relative to the best compared isomer or geometry (same formula, charge and spin) comes out at 4.861 eV. Its lowest unoccupied orbital energy is 0.80 eV. As for the SMILES: C/C=C1/CO1.C. Its highest occupied orbital energy is -8.02 eV. For the frontier orbital gap, the calculation gives 8.821 eV.